{
  "formula": "C45H41BaF5N5O5PS3SbSe",
  "method": "ωB97M-V with the def2-TZVPD basis set",
  "symbols": ["Ba", "O", "C", "O", "C", "C", "C", "C", "C", "C", "N", "C", "C", "C", "C", "C", "C", "N", "H", "H", "H", "H", "H", "H", "H", "H", "H", "H", "C", "C", "O", "P", "S", "S", "O", "C", "C", "H", "H", "H", "H", "H", "H", "H", "H", "H", "H", "F", "C", "C", "F", "C", "F", "C", "Se", "C", "F", "C", "F", "S", "Sb", "C", "C", "C", "C", "C", "C", "C", "C", "C", "C", "C", "C", "C", "C", "C", "C", "C", "C", "H", "H", "H", "H", "H", "H", "H", "H", "H", "H", "H", "H", "H", "H", "H", "N", "C", "N", "C", "N", "C", "C", "O", "H", "H", "H", "H", "H", "H"],
  "xyz": [[-0.1444, -0.1475, -0.0138], [-0.2436, -6.9902, 3.9573], [-0.6353, -5.9186, 4.7005], [-1.1284, -6.1440, 5.7778], [-0.4187, -4.5798, 4.1226], [-0.7561, -3.4617, 4.8977], [-0.5975, -2.1739, 4.4405], [-0.0582, -1.9224, 3.1486], [0.2690, -3.0662, 2.3658], [0.0881, -4.3422, 2.8328], [0.1664, -0.7187, 2.5873], [0.0768, 0.4264, 3.2788], [0.3168, 1.7108, 2.6910], [0.1007, 2.8783, 3.4552], [0.3081, 4.1111, 2.8918], [0.7565, 4.2019, 1.5677], [0.9634, 3.0212, 0.8838], [0.7470, 1.8079, 1.4000], [0.1566, -6.6763, 3.1383], [-1.1648, -3.6447, 5.8857], [-0.9080, -1.3487, 5.0702], [0.6955, -2.8942, 1.3823], [0.3478, -5.1581, 2.1606], [-0.1631, 0.4354, 4.3418], [-0.2465, 2.7811, 4.4766], [0.1243, 5.0103, 3.4694], [0.9448, 5.1537, 1.0910], [1.3169, 3.0410, -0.1415], [-2.6347, 5.6054, -2.2995], [-2.7646, 4.1512, -2.6962], [-2.8922, 3.3812, -1.5008], [-2.3254, 1.8631, -1.3800], [-2.6447, 1.4519, 0.5295], [-0.5102, 1.7787, -2.2029], [-3.3829, 1.1529, -2.3611], [-3.1293, 0.1155, -3.3240], [-3.8203, 0.4749, -4.6219], [-2.6051, 6.2414, -3.1918], [-1.7177, 5.7556, -1.7242], [-3.4821, 5.9094, -1.6775], [-1.8914, 3.8293, -3.2609], [-3.6514, 3.9889, -3.3145], [-3.5104, -0.8197, -2.9216], [-2.0594, 0.0050, -3.4831], [-4.9030, 0.5378, -4.4826], [-3.6064, -0.2991, -5.3657], [-3.4592, 1.4371, -4.9966], [8.8562, 2.5260, -1.4090], [7.8322, 2.2348, -0.5889], [7.6078, 0.9421, -0.1785], [8.4226, -0.0346, -0.6167], [6.5626, 0.6576, 0.6809], [6.4341, -0.6285, 1.0378], [5.6845, 1.6227, 1.1720], [4.2729, 1.2293, 2.3776], [5.9508, 2.9158, 0.7208], [5.1902, 3.9439, 1.1140], [6.9924, 3.2247, -0.1344], [7.2049, 4.4930, -0.5280], [-2.7307, -1.4048, -0.1921], [-2.8580, -3.6588, -0.5947], [-3.2729, -4.5280, 1.3119], [-3.2579, -5.9114, 1.5121], [-3.5234, -6.4414, 2.7712], [-3.8085, -5.5950, 3.8371], [-3.8198, -4.2200, 3.6437], [-3.5455, -3.6854, 2.3879], [-4.7352, -4.0440, -1.4959], [-4.8903, -4.5689, -2.7780], [-6.1658, -4.7407, -3.3107], [-7.2828, -4.3718, -2.5721], [-7.1282, -3.8215, -1.3021], [-5.8568, -3.6575, -0.7628], [-1.5285, -5.1821, -1.2272], [-0.1655, -5.0634, -0.9485], [0.7019, -6.0948, -1.2888], [0.2133, -7.2469, -1.8956], [-1.1447, -7.3679, -2.1642], [-2.0182, -6.3376, -1.8306], [-3.0325, -6.5833, 0.6932], [-3.4836, -7.5133, 2.9267], [-3.9771, -6.0062, 4.8246], [-4.0109, -3.5560, 4.4809], [-3.5235, -2.6101, 2.2439], [-4.0218, -4.8209, -3.3796], [-6.2818, -5.1527, -4.3073], [-8.2752, -4.5022, -2.9900], [-7.9969, -3.5134, -0.7322], [-5.7406, -3.2259, 0.2258], [0.2272, -4.1659, -0.4897], [1.7617, -5.9907, -1.0867], [0.8923, -8.0481, -2.1630], [-1.5275, -8.2638, -2.6389], [-3.0764, -6.4420, -2.0456], [-2.0205, -3.1231, -5.6313], [-1.7246, -2.9854, -4.5125], [-1.5069, -2.9178, -3.2095], [-0.5417, -2.3050, -2.5869], [0.2302, -1.8251, -1.8455], [3.9339, -0.8254, -1.3196], [3.2698, -1.3999, -0.0797], [2.2383, -0.5248, 0.3947], [4.7382, -1.4803, -1.6746], [4.3593, 0.1574, -1.0901], [3.1944, -0.7056, -2.1170], [4.0007, -1.5514, 0.7145], [2.7881, -2.3516, -0.3218], [2.6766, 0.1575, 0.9658]],
  "atomic_forces_ev_per_a": [[0.20, -0.30, 0.64], [0.11, -0.07, -0.18], [0.09, 0.24, -0.22], [-0.17, 0.05, 0.31], [-0.03, -0.18, 0.12], [-0.03, 0.06, 0.05], [-0.02, -0.09, 0.06], [0.00, -0.15, -0.02], [-0.11, 0.04, 0.01], [0.02, 0.00, -0.06], [0.10, 0.57, 0.57], [-0.07, -0.11, -0.11], [0.11, -0.17, -0.11], [-0.01, 0.09, 0.00], [0.02, 0.02, -0.06], [-0.03, -0.04, 0.16], [-0.01, -0.20, 0.19], [0.27, 0.98, 0.85], [-0.04, -0.03, -0.01], [0.01, 0.02, -0.05], [0.06, -0.05, -0.03], [0.02, -0.01, 0.03], [0.00, 0.03, 0.00], [-0.01, 0.01, -0.02], [0.01, 0.01, 0.00], [0.02, -0.01, 0.00], [0.00, -0.01, 0.01], [-0.02, -0.03, 0.01], [-0.02, 0.10, 0.02], [-0.11, -0.10, 0.15], [0.21, 0.08, -0.01], [-0.74, 1.22, -0.45], [-0.29, 0.42, -0.30], [-0.36, 0.43, -0.42], [-0.03, -0.28, -0.14], [-0.13, 0.17, 0.01], [0.00, -0.02, -0.03], [0.01, -0.06, 0.11], [-0.08, 0.00, -0.05], [0.08, -0.03, -0.08], [0.11, -0.07, -0.04], [-0.05, -0.03, -0.01], [-0.04, -0.06, 0.09], [0.15, 0.07, 0.07], [0.07, 0.02, 0.00], [-0.03, 0.07, 0.05], [-0.01, -0.08, 0.02], [0.08, 0.03, -0.10], [0.13, 0.03, -0.09], [-0.03, -0.21, 0.07], [0.02, -0.07, 0.00], [0.06, -0.06, -0.03], [-0.05, -0.10, 0.04], [-0.04, -0.02, 0.08], [0.11, 0.03, -0.08], [0.00, 0.06, -0.03], [-0.09, 0.08, 0.05], [-0.13, 0.15, 0.08], [-0.01, 0.08, -0.01], [-1.08, -1.02, -0.11], [-0.36, -0.22, 0.61], [0.00, -0.04, 0.19], [-0.08, 0.19, 0.15], [0.01, 0.11, -0.08], [0.03, 0.04, -0.07], [0.01, -0.01, -0.05], [-0.03, -0.13, 0.02], [0.02, -0.07, -0.34], [-0.07, 0.09, 0.02], [0.04, 0.02, 0.07], [0.08, 0.03, 0.08], [0.13, -0.04, -0.06], [-0.10, -0.14, -0.16], [0.25, 0.06, -0.07], [-0.14, -0.18, -0.08], [-0.10, -0.01, -0.01], [-0.07, 0.07, 0.01], [0.06, 0.06, 0.04], [0.11, 0.04, 0.02], [0.04, -0.02, -0.04], [0.00, 0.03, -0.01], [0.01, 0.01, -0.02], [0.02, -0.05, -0.08], [0.02, -0.01, 0.00], [-0.06, 0.03, 0.03], [0.02, 0.04, 0.05], [0.04, 0.02, 0.02], [0.02, -0.02, -0.02], [0.00, 0.00, -0.03], [-0.01, 0.03, 0.00], [-0.04, -0.01, 0.00], [-0.02, 0.02, 0.01], [0.01, 0.02, 0.01], [0.07, -0.01, 0.03], [0.11, 0.08, 0.51], [0.20, 0.10, 0.08], [-0.03, 0.08, -0.09], [0.00, -0.01, -0.16], [0.01, -1.40, -1.69], [0.00, 0.05, -0.01], [-0.16, 0.21, -0.12], [1.83, -0.24, 0.03], [-0.08, 0.07, 0.05], [-0.01, -0.11, -0.03], [0.07, -0.02, 0.05], [0.01, -0.04, 0.06], [0.01, 0.02, 0.06], [-0.07, -0.23, -0.03]],
  "lowdin_charge": [1.464, 0.083, -0.517, 0.064, -0.174, -0.042, -0.015, -0.299, -0.028, -0.043, -0.092, -0.127, -0.324, -0.043, -0.087, -0.074, -0.184, -0.111, 0.074, 0.115, 0.091, 0.083, 0.099, 0.097, 0.102, 0.095, 0.091, 0.086, -0.084, -0.332, -0.367, -0.178, 0.173, 0.206, -0.346, -0.332, -0.071, 0.070, 0.076, 0.074, 0.064, 0.112, 0.074, 0.056, 0.073, 0.068, 0.072, 0.089, -0.165, -0.161, 0.089, -0.284, 0.055, -0.579, 0.598, -0.273, 0.057, -0.159, 0.089, -0.025, 1.313, -0.341, -0.111, -0.090, -0.095, -0.083, -0.135, -0.333, -0.122, -0.091, -0.101, -0.088, -0.118, -0.339, -0.119, -0.073, -0.092, -0.088, -0.130, 0.086, 0.102, 0.103, 0.107, 0.065, 0.091, 0.100, 0.094, 0.098, 0.098, 0.075, 0.106, 0.097, 0.098, 0.088, 0.068, -0.411, 0.018, -0.448, -0.073, -0.073, -0.313, -0.416, 0.077, 0.068, 0.069, 0.092, 0.096, -0.051],
  "de_lowest_ev": 0.801,
  "orbital_gap_ev": [4.819, 6.218],
  "energy_ha": -7092.04007,
  "e_homo_ev": [-1.18, -2.58],
  "spin_multiplicity": 2,
  "s2": 0.78,
  "molar_mass_g_mol": 1292.1,
  "lumo_ev": [3.642, 3.642],
  "charge": -2
}